# 1
Below is a cluster of 9 separate species, C11H40N10O9 in total in a non-equilibrium geometry, with properties calculated with wB97M-V/def2-TZVPD.

The relative energy (zero: lowest compared OMol25 entry of this formula, charge and spin) comes out at 141.5 kcal per mole.

Element x y z (Å)
N (0.851, 3.289, -1.522)
H (-3.175, -1.493, -4.258)
H (-2.640, -2.014, -1.968)
C (2.511, -2.863, 2.557)
H (2.619, -3.911, 3.071)
H (-2.296, 0.862, 1.425)
H (2.922, -4.337, -2.865)
O (-1.969, 0.863, -1.895)
H (1.525, -1.850, -3.142)
C (-1.364, -2.480, -0.525)
C (1.307, 4.276, 3.299)
N (-2.295, -1.028, -3.818)
O (0.133, 0.816, 3.217)
C (1.461, -0.287, -0.890)
H (1.332, -3.877, -2.351)
O (1.502, 1.386, 0.747)
H (-2.104, -3.417, 1.256)
C (-1.195, -3.359, 0.687)
H (-0.969, -4.450, 0.328)
O (-0.013, -1.413, -3.082)
H (-3.163, 0.524, 2.901)
H (-0.367, -2.998, 1.282)
H (-0.437, -3.393, -4.689)
H (-2.083, -2.800, -5.250)
H (0.601, 2.704, -2.297)
H (-0.623, -2.766, -1.268)
N (-0.543, 4.670, -2.469)
N (-1.239, -1.059, 3.089)
H (1.257, -0.643, 1.162)
H (2.851, -0.305, 0.938)
O (-2.642, -2.529, -1.143)
C (-1.955, 1.265, -0.610)
H (1.338, 3.363, 5.058)
O (1.297, -2.413, 3.055)
H (-0.367, -1.608, 2.943)
N (-2.485, 0.649, 0.358)
N (-1.180, 2.260, -0.132)
H (1.611, 3.109, 1.713)
C (-1.172, -1.709, -3.784)
C (-1.060, 0.221, 3.087)
H (3.275, -2.213, 2.914)
H (1.215, 4.824, 1.388)
C (1.850, 0.036, 0.590)
H (-1.183, 2.789, 0.798)
H (-0.622, 2.834, -0.785)
H (1.558, 2.986, -0.909)
O (1.284, 5.593, 3.743)
H (1.185, 2.261, 3.717)
H (-0.851, 5.674, -2.602)
H (2.769, -3.129, -1.564)
H (-2.310, -0.155, -3.370)
H (0.431, 0.083, -1.092)
H (2.059, 0.205, -1.703)
N (1.339, 4.014, 2.014)
C (2.358, -3.544, -2.474)
H (-2.148, -1.498, 3.200)
O (2.171, -2.525, -3.454)
H (1.657, -1.325, -1.080)
H (-3.161, -0.153, 0.164)
H (1.407, -1.908, 3.885)
N (-2.176, 0.888, 3.029)
N (1.117, 3.228, 4.047)
H (-1.990, 1.877, 3.407)
C (0.308, 4.481, -1.475)
N (-1.278, -2.785, -4.515)
H (-1.004, -1.523, -0.344)
O (0.571, 5.426, -0.461)
H (0.644, 1.436, 0.423)
H (2.518, -3.092, 1.486)
H (-0.761, 3.958, -3.200)

Cartesian forces (eV/Å) of the 3 atoms listed first:
1.047 -0.913 -0.727
2.378 1.642 1.279
0.287 -0.078 0.591

---

# 2
Below is a cluster of 9 separate species, C11H40N14O9 in total in a non-equilibrium geometry, with properties calculated with wB97M-V/def2-TZVPD.

The relative energy (zero: lowest compared OMol25 entry of this formula, charge and spin) comes out at 23.7 kcal per mole.

Element x y z (Å)
N (1.359, 16.001, 8.807)
C (-2.128, 16.252, 10.882)
H (2.156, 13.719, 9.554)
H (1.873, 9.688, 11.996)
C (0.943, 10.251, 12.050)
H (1.562, 15.464, 7.984)
N (5.131, 13.879, 12.025)
O (2.503, 15.689, 15.541)
H (1.299, 14.802, 12.803)
H (5.160, 15.937, 6.698)
H (1.571, 18.680, 7.348)
H (-2.209, 17.950, 12.138)
N (4.828, 11.907, 10.727)
H (5.523, 13.307, 8.793)
H (4.079, 17.504, 4.469)
C (1.169, 11.531, 12.898)
H (-1.651, 16.022, 9.915)
C (1.636, 15.695, 10.069)
H (0.838, 14.444, 14.384)
N (2.263, 14.376, 10.320)
N (1.681, 21.325, 10.636)
H (4.239, 13.542, 12.413)
H (0.303, 9.561, 12.643)
C (1.494, 20.053, 10.192)
C (2.934, 17.933, 5.965)
N (5.416, 15.014, 6.948)
H (0.289, 12.189, 12.773)
N (4.558, 17.328, 9.877)
H (4.511, 16.503, 10.491)
H (6.326, 14.834, 7.335)
H (2.012, 21.499, 11.578)
H (1.444, 11.319, 13.875)
O (2.357, 12.278, 12.410)
C (-2.123, 17.808, 11.090)
H (-2.952, 18.294, 10.546)
N (3.173, 16.421, 13.372)
H (5.610, 14.729, 12.327)
H (2.658, 18.451, 3.909)
H (2.367, 13.027, 13.021)
N (1.804, 19.113, 11.137)
H (1.474, 22.146, 10.105)
H (4.647, 19.212, 8.386)
O (3.226, 14.499, 7.027)
O (3.868, 17.877, 6.727)
C (4.366, 14.265, 7.367)
C (4.947, 18.568, 10.249)
O (6.573, 13.421, 10.225)
H (0.961, 16.920, 8.603)
H (3.770, 17.073, 13.817)
H (4.014, 12.606, 8.417)
N (1.659, 18.228, 6.424)
H (2.831, 16.632, 12.481)
H (-1.460, 15.741, 11.548)
H (4.426, 11.535, 11.566)
H (5.360, 11.201, 10.249)
C (2.448, 15.613, 14.332)
N (1.563, 14.604, 13.751)
O (1.411, 16.438, 11.024)
N (4.718, 13.252, 8.166)
H (-3.806, 15.958, 10.064)
C (5.632, 13.110, 10.956)
H (-1.250, 18.295, 10.709)
O (1.095, 19.732, 9.052)
H (2.190, 13.987, 11.221)
H (0.568, 10.527, 11.045)
N (4.805, 19.614, 9.328)
H (0.947, 18.259, 5.719)
H (1.449, 18.164, 10.877)
H (5.508, 20.316, 9.438)
H (2.561, 19.194, 11.743)
N (3.099, 17.795, 4.621)
O (-3.436, 15.841, 10.920)
O (5.338, 18.821, 11.397)
H (3.965, 17.152, 9.098)

Cartesian forces (eV/Å) of the 3 atoms listed first:
-0.682 1.171 -0.606
1.362 2.511 -1.820
0.163 0.118 0.301

---

# 3
Below is a cluster of 11 separate species, C11H40N20O13 in total in a non-equilibrium geometry, with properties calculated with wB97M-V/def2-TZVPD.

The total charge is -2. The relative energy (zero: lowest compared OMol25 entry of this formula, charge and spin) comes out at 282.6 kcal per mole.

Element x y z (Å)
H (-2.345, -5.882, 6.673)
C (-4.553, -0.544, 4.101)
H (7.621, 0.079, -0.222)
N (3.707, 1.321, 3.538)
H (-2.866, -4.868, -2.185)
C (-4.393, -3.675, -2.276)
N (2.534, -0.349, 4.205)
C (-1.254, -5.125, 5.238)
H (-0.385, -2.568, -6.068)
C (3.521, 0.462, 4.530)
H (4.347, 4.450, -2.415)
H (-5.086, 2.567, -3.717)
N (-3.337, -0.229, 4.431)
O (-5.170, -4.543, -2.673)
N (1.899, 6.011, -1.524)
H (-3.588, 3.090, -3.027)
H (-2.079, 5.284, 5.456)
H (3.109, 1.373, 2.725)
H (-4.040, -1.701, -2.068)
C (3.409, -5.104, -0.110)
O (-0.357, -0.005, 0.442)
H (-2.471, 5.163, -4.987)
H (2.765, 4.074, -1.708)
H (5.981, -0.063, -0.756)
O (-3.918, 6.041, 4.021)
N (3.414, -3.977, 0.565)
N (-4.718, -2.407, -2.317)
O (-5.507, -0.338, 4.819)
O (3.708, 6.980, -2.255)
H (-2.739, -0.300, 3.620)
H (-3.797, 4.658, 1.988)
H (-2.615, -6.554, 5.065)
O (3.843, -6.106, 0.421)
H (-5.667, -2.169, -2.568)
H (2.206, -0.948, 4.949)
C (3.151, 5.988, -1.817)
H (-2.548, 4.240, -3.496)
H (4.329, 2.092, 3.735)
N (3.504, 4.725, -1.930)
H (-5.339, -1.819, 2.625)
H (2.402, -4.204, -1.505)
C (0.298, -0.920, -6.467)
H (2.127, -0.279, 3.284)
N (0.544, 0.228, -5.918)
N (-4.646, -1.132, 2.885)
H (1.347, 5.231, -1.196)
N (-3.047, 4.474, 2.640)
H (-2.427, 3.702, 2.443)
H (0.327, 0.424, -4.952)
H (-0.135, -1.415, -4.633)
H (-1.585, 3.941, 4.373)
O (4.196, 0.440, 5.588)
C (7.199, -0.358, -2.147)
N (-1.114, -5.299, 3.917)
N (-4.371, 3.275, -3.637)
N (6.967, -0.145, -0.958)
H (1.697, 6.990, -1.382)
O (0.398, -1.230, -7.629)
H (-2.690, -3.197, -1.447)
N (2.920, -5.048, -1.301)
N (-2.050, -6.031, 5.718)
C (0.203, 0.699, -0.416)
N (-0.168, -1.698, -5.603)
H (5.186, -0.189, -2.185)
O (-0.585, -4.341, 5.898)
C (-3.060, 5.163, 3.767)
N (-2.114, 4.775, 4.584)
H (-3.777, -0.962, 2.399)
O (1.312, 0.384, -0.800)
N (-3.007, 4.748, -4.239)
H (6.047, -0.424, -3.707)
N (-3.183, -3.952, -1.902)
N (6.015, -0.453, -2.698)
O (-0.390, 1.661, -0.954)
H (-3.004, -0.294, 5.382)
H (3.207, -5.784, -1.930)
H (-1.578, -5.915, 3.265)
O (-5.089, 4.711, -5.208)
H (3.823, -3.963, 1.488)
C (-4.197, 4.318, -4.439)
H (-0.362, -4.711, 3.585)
H (0.698, 1.068, -6.458)
O (8.233, -0.517, -2.667)
H (3.161, -3.097, 0.138)

Cartesian forces (eV/Å) of the 3 atoms listed first:
-0.224 -0.341 -0.240
-3.793 -0.867 0.656
0.019 -0.249 -0.459

---

# 4
Below is a cluster of 9 separate species, C11H40N4O9 in total in a non-equilibrium geometry, with properties calculated with wB97M-V/def2-TZVPD.

The relative energy (zero: lowest compared OMol25 entry of this formula, charge and spin) comes out at 66.1 kcal per mole.

Element x y z (Å)
N (7.962, -0.409, -29.494)
H (12.542, -1.638, -27.425)
O (6.061, 2.219, -30.787)
O (9.692, -2.471, -29.293)
O (10.661, 4.422, -27.110)
H (14.212, -0.114, -28.513)
C (6.993, 2.901, -31.527)
O (14.750, 0.694, -28.384)
O (12.898, 5.287, -28.470)
H (8.534, -2.721, -27.680)
H (11.468, 1.256, -25.740)
H (6.696, 2.932, -32.599)
H (10.262, 0.723, -29.939)
H (5.302, 2.150, -31.329)
H (13.110, 0.853, -25.824)
H (10.562, -0.161, -32.228)
H (12.343, 1.688, -27.228)
C (13.563, 3.998, -28.802)
H (10.254, 4.345, -26.235)
C (15.858, 0.517, -29.301)
O (13.622, -1.610, -29.312)
H (12.826, 3.184, -29.038)
C (12.216, 0.913, -26.475)
H (11.999, 0.639, -29.669)
C (10.220, 3.301, -27.923)
O (11.825, -0.332, -27.064)
H (12.384, -1.448, -30.491)
H (14.421, -4.179, -29.573)
H (9.292, 3.608, -28.449)
H (10.031, 2.424, -27.280)
H (12.527, -3.371, -26.813)
H (14.226, 4.098, -29.602)
C (9.595, -2.889, -27.916)
H (7.188, 2.108, -27.571)
H (9.182, 3.083, -31.988)
O (8.522, 0.050, -27.154)
H (6.798, 1.857, -29.365)
H (11.441, 1.861, -30.851)
C (8.450, 2.443, -31.418)
H (12.362, -0.207, -32.225)
H (10.275, -2.408, -27.248)
N (13.965, -3.922, -28.742)
H (14.004, 3.658, -27.888)
H (8.753, 2.448, -30.395)
H (12.095, 5.083, -27.899)
N (7.184, 1.486, -28.425)
N (12.802, -2.647, -27.509)
H (10.888, -0.375, -26.974)
O (11.513, -1.437, -30.897)
H (16.440, -0.450, -29.092)
H (6.905, 3.958, -31.166)
H (10.864, 2.959, -28.751)
H (16.500, 1.292, -29.150)
C (11.274, 0.769, -30.529)
C (11.403, -0.241, -31.587)
H (9.795, -3.914, -28.018)
H (10.509, -2.436, -29.685)
H (8.489, 1.455, -31.713)
C (13.470, -2.733, -28.595)
H (8.659, -1.253, -29.471)
H (14.248, -4.457, -27.919)
H (15.424, 0.466, -30.338)
C (7.934, 0.346, -28.414)
H (7.565, -0.185, -30.445)

Cartesian forces (eV/Å) of the 3 atoms listed first:
1.269 -2.146 -1.661
-0.477 -0.833 1.167
0.013 -1.544 0.868

---

Taking the records one at a time from the top gives highest occupied orbital energy values of -0.291, -0.351, -0.004, -0.328 Eh.